40
Properties=species:S:1:pos:R:3 method="wB97M-V/def2-TZVPD" relative_energy_kcal_mol=2.0 orbital_gap_ha="0.283 / 0.283" multiplicity=2 s2=1.13 total_charge=+2
Mn -0.617 -0.127 -0.516
F 1.915 5.536 2.464
C 1.668 4.264 2.289
C 0.856 3.863 1.225
F 0.345 4.754 0.399
C 0.610 2.523 1.064
F -0.164 2.115 0.031
C 1.145 1.558 1.917
S 0.749 -0.125 1.701
C 1.967 1.982 2.961
F 2.506 1.093 3.775
C 2.222 3.328 3.154
F 2.992 3.725 4.145
C 4.224 -3.747 0.442
N 3.648 -2.407 0.284
C 2.358 -2.175 0.259
N 1.434 -3.080 0.444
S 1.861 -0.487 -0.051
H 5.303 -3.664 0.376
H 3.870 -4.403 -0.354
H 3.963 -4.160 1.417
H 4.272 -1.617 0.217
H 1.684 -4.033 0.670
H 0.442 -2.833 0.202
Se -1.268 0.325 -4.318
N -2.989 0.626 -4.307
C -3.387 0.734 -3.050
C -4.701 0.947 -2.536
C -4.847 0.956 -1.183
C -3.741 0.713 -0.313
N -2.522 0.532 -0.750
C -2.343 0.598 -2.100
N -1.112 0.413 -2.540
H -5.539 1.080 -3.208
H -5.819 1.108 -0.735
H -3.901 0.640 0.756
O -2.544 -2.133 -1.881
C -1.808 -2.663 -1.095
O -0.909 -2.017 -0.352
H -1.824 -3.745 -0.904

***

28
Properties=species:S:1:pos:R:3 method="wB97M-V/def2-TZVPD" relative_energy_kcal_mol=33.7 orbital_gap_ha=0.285
O -0.936 1.992 1.387
N 1.246 -1.435 -2.105
S 0.180 -2.718 -2.309
C -0.350 1.102 0.744
C 0.950 -0.767 -1.030
C -2.167 -2.569 -0.709
C -2.279 -0.552 0.855
C -0.832 -2.246 -0.943
C -0.965 -0.232 0.580
C 3.033 2.735 0.128
C 3.667 1.802 -0.698
C 1.720 2.526 0.590
C 3.008 0.634 -1.047
C 1.042 1.345 0.231
C 1.665 0.433 -0.634
N -3.105 0.407 1.422
C -2.902 -1.876 0.421
C -0.084 -1.281 -0.075
H -2.721 -3.242 -1.385
H 3.497 3.662 0.388
H 4.646 1.965 -1.071
H 1.233 3.218 1.254
H 3.548 -0.081 -1.659
H -2.616 1.236 1.818
H -3.974 0.071 1.878
H -3.028 -2.565 1.240
H -3.905 -1.684 0.054
H 0.430 -1.881 0.676

***

28
Properties=species:S:1:pos:R:3 method="wB97M-V/def2-TZVPD" relative_energy_kcal_mol=461.4 orbital_gap_ha=0.254
O -0.798 -0.041 2.828
C -0.735 -0.571 1.576
C 0.553 -1.526 1.234
C 1.759 -0.769 0.396
C 2.250 -1.354 -1.091
C 3.489 -0.652 -1.966
C 4.274 0.684 -1.361
C 3.745 1.209 0.129
N 4.418 2.412 0.758
S 3.549 2.525 2.301
N 2.324 1.273 2.356
C 2.533 0.561 1.033
C -1.989 -0.221 0.580
C -1.932 -0.061 -1.051
C -3.277 0.342 -1.930
C -4.705 0.604 -1.162
C -4.833 0.425 0.483
C -3.468 0.028 1.311
H 0.302 -2.522 0.673
H 1.032 -1.823 2.286
H 1.704 -2.318 -1.507
H 3.786 -1.126 -3.013
H 5.144 1.236 -1.921
H -0.882 -0.241 -1.574
H -3.141 0.441 -3.105
H -5.665 0.925 -1.777
H -5.868 0.620 1.021
H -3.572 -0.060 2.493

***

28
Properties=species:S:1:pos:R:3 method="wB97M-V/def2-TZVPD" relative_energy_kcal_mol=60.2 orbital_gap_ha=0.286
N 2.752 3.269 3.583
N 3.137 1.850 -0.773
C 2.331 3.120 2.486
C 2.580 2.190 0.174
N -0.247 2.402 0.191
C 1.843 2.758 1.243
C 0.498 3.045 1.166
C -0.102 0.396 1.585
C -0.029 -0.951 1.727
C -0.351 1.043 0.291
C -1.949 -0.209 -2.902
C -1.888 -1.526 -2.756
C -1.483 0.644 -1.886
C -1.159 -2.011 -1.621
C -0.809 0.126 -0.799
C -0.572 -1.192 -0.684
N -0.137 -1.754 0.509
C 0.684 -2.969 0.522
H -0.118 3.637 1.856
H 0.035 0.938 2.497
H 0.182 -1.459 2.719
H -2.436 0.172 -3.847
H -2.315 -2.260 -3.431
H -1.684 1.738 -1.888
H -1.361 -3.087 -1.549
H 1.682 -2.899 0.074
H 0.755 -3.203 1.572
H 0.162 -3.809 -0.056